w | DFT (the ωB97M-V functional and the def2-TZVPD basis) results for one molecule with the formula C7H11N3OS.

```
23
Properties=species:S:1:pos:R:3:lowdin_charge:R:1
H 0.07108 -2.52544 3.78369 0.0277
C 0.15182 -1.81590 3.01679 -0.3346
N -1.52855 1.70792 -0.48146 -0.0052
S -1.38181 -1.68048 2.05589 0.9195
H 1.55785 2.27790 0.09128 0.0587
N -1.65004 -2.37121 -0.94807 0.1430
C 0.71298 2.77006 -0.36868 -0.0467
C -0.96003 -1.27732 -0.62838 -0.6120
H 0.87388 3.39767 -1.27001 0.0921
H 2.15185 -0.58401 -1.84794 0.0804
C -0.15320 1.57537 -0.60529 -0.3395
H 1.85222 1.05249 -2.37603 0.1058
H -2.07802 -2.48867 -1.90403 0.1459
N -0.33488 -0.62321 -1.48706 0.1475
H 0.32896 -0.83840 3.35708 0.0153
H 0.34111 3.60071 0.33027 0.1044
C 0.42160 0.50639 -1.10035 -0.2976
O -0.75337 -0.90960 0.66700 -0.4000
H -2.29217 -2.66360 -0.17611 0.0804
C -2.68314 1.68847 -0.25516 0.0442
H 2.52849 0.81301 -0.74071 0.0600
H 0.94591 -2.01064 2.36313 0.0247
C 1.87748 0.39849 -1.47585 -0.0136
```

Gap between HOMO and LUMO in eV: 8.700
Multiplicity: 1

x | DFT (the ωB97M-V functional and the def2-TZVPD basis) results for one molecule with the formula C7H11N3OS.

```
23
Properties=species:S:1:pos:R:3:lowdin_charge:R:1
H 2.28735 -1.59724 1.20321 0.1129
S -2.44043 -0.98673 -0.52550 1.0312
H 2.10703 0.81824 1.45644 0.0707
H -0.05154 -0.80618 0.23979 0.0946
H 3.68324 -1.54436 0.07296 0.1127
C 2.76236 -0.97761 0.38203 -0.2472
C -2.16390 0.67207 -0.03457 -0.6088
H -5.32214 0.75616 0.63473 0.0976
C 3.01253 0.43869 0.93907 -0.1209
H 2.18755 -0.41284 -1.65250 0.1094
H -4.71631 -1.72633 -0.16978 0.0631
O 1.06463 1.71279 -1.26252 0.0520
N 0.49416 -0.38977 -0.51297 0.0283
C -4.35410 0.39620 0.33219 -0.2106
C 0.27835 0.93794 -0.72401 -0.5685
H 1.59312 -2.04754 -1.19849 0.1323
C -4.06406 -0.87223 -0.06483 -0.4386
C 1.80224 -0.99035 -0.82750 -0.1889
H 3.23192 1.22239 0.14071 0.0897
N -3.22692 1.25122 0.38894 0.0366
H 3.86048 0.39078 1.66262 0.0734
H -1.05342 2.39159 -0.18761 0.1705
N -0.97216 1.36312 -0.29242 0.1084
```

Gap between HOMO and LUMO in eV: 9.346
SMILES: CCCNC(=O)Nc1nccs1
Multiplicity: 1

Q: Which of them is the least stable? A: w.

w | DFT (the ωB97M-V functional and the def2-TZVPD basis) results for one molecule with the formula C2H8N4O2.

```
16
Properties=species:S:1:pos:R:3:lowdin_charge:R:1
H 1.88796 1.61509 -0.98932 0.0927
H -2.51143 -1.07953 0.81741 0.0833
H 2.01178 1.23746 0.62190 0.0876
O 0.78600 -0.92025 0.64246 -0.0075
H -1.42236 -2.00057 -0.25964 0.0856
N -0.56547 -0.45123 0.89186 -0.1090
O 1.00357 -0.70130 -1.67761 0.0734
H -0.30215 2.05508 0.83866 0.0837
N 1.97105 0.86309 -0.31700 0.1429
C 0.89772 -0.05300 -0.47573 -0.6842
C -1.52166 -1.51975 0.71672 -0.0687
N -0.66193 1.76451 -0.07318 0.0454
H 1.92522 -0.95625 -1.80942 0.1115
N -0.49429 0.41013 -0.31160 -0.1030
H -1.65185 1.97887 -0.12736 0.0822
H -1.35216 -2.24235 1.51187 0.0840
```

Gap between HOMO and LUMO in eV: 9.933
SMILES: CN1O[C@@](N)(O)N1N
Multiplicity: 1

x | DFT (the ωB97M-V functional and the def2-TZVPD basis) results for a 2-piece molecular cluster, C2H8N4O2 overall.

```
16
Properties=species:S:1:pos:R:3:lowdin_charge:R:1
H 1.53038 1.39380 2.38128 0.1243
H -0.19249 1.76549 0.08751 0.1228
N 0.48693 -2.04551 -0.98776 0.0645
H 0.71493 -0.02418 -0.17088 0.1445
H -0.28470 -1.56225 1.45531 0.0862
O 1.87247 2.17358 0.18724 0.0632
O 0.67396 1.37923 1.92208 0.0580
N -0.87229 -1.17792 0.72594 0.0763
N -1.44702 0.88184 -0.88092 0.0360
H -1.76413 1.49909 -1.63986 0.0772
H 0.82574 -1.87197 -1.92633 0.0745
N -0.78706 -0.07115 -1.40309 0.0057
C 0.86310 1.69381 0.62490 -0.4694
H -0.17504 -2.81290 -1.01013 0.0772
H -1.31758 -0.33889 1.08235 0.0595
C -0.12721 -0.88207 -0.44764 -0.6006
```

Gap between HOMO and LUMO in eV: 9.562
SMILES: [H]/N=N/C(N)N.O=CO
Multiplicity: 1

y | DFT (the ωB97M-V functional and the def2-TZVPD basis) results for one molecule with the formula C2H8N4O2.

```
16
Properties=species:S:1:pos:R:3:lowdin_charge:R:1
H 0.29215 0.85253 0.93173 0.1760
H -2.84522 -0.17853 1.00941 0.1411
C -0.72238 -0.58708 -0.06988 -0.4888
H 3.11998 0.82292 -0.17732 0.0874
N -1.20540 1.56693 -0.49699 -0.1067
H 0.23901 -2.06344 -0.73362 0.1794
H 2.32070 0.13796 1.41819 0.1100
C 2.53785 0.00393 0.28646 -0.1520
H -1.20800 1.36826 -1.67954 0.1784
O -3.05605 -0.72769 0.12525 -0.1156
N -0.75988 0.67090 0.47753 -0.1200
H -2.40403 1.82532 -0.26770 0.1711
N -1.80784 -1.23773 -0.32113 0.0055
O 1.59692 -0.37659 -0.69008 -0.2090
H 3.32732 -0.85599 0.26572 0.1019
N 0.57489 -1.22170 -0.07801 0.0411
```

Gap between HOMO and LUMO in eV: 9.785
SMILES: CON/C(=N/O)NN
Multiplicity: 1

Q: Which of them is the least stable? A: y.

w | DFT (the ωB97M-V functional and the def2-TZVPD basis) results for C4H6N2O2S2 as an isolated structure.

```
16
Properties=species:S:1:pos:R:3:lowdin_charge:R:1
C -2.36679 1.40730 -0.54049 -0.1599
C 1.33706 -1.49982 1.38643 -0.3407
H 1.14806 -2.05631 0.53484 0.0029
S -0.34472 2.86767 2.90973 0.8276
O -0.39245 1.66606 3.74176 -0.4606
H -3.21902 1.12162 -2.29386 0.1204
C 0.00320 0.66489 0.68438 -0.5049
H -0.61718 -0.01530 0.13427 0.0820
S 1.69106 0.20709 0.79000 0.8692
N -3.17706 0.81644 -1.25506 0.1409
N -0.52363 1.81256 0.96670 -0.1602
H 2.15047 -1.88425 1.96996 0.0308
O -1.53406 3.71688 2.84226 -0.4592
C -1.73360 2.10137 0.40242 -0.1832
H 0.48926 -1.25620 2.11312 0.0707
H -2.29316 2.96414 0.88282 0.1241
```

Gap between HOMO and LUMO in eV: 8.046
Multiplicity: 1

x | DFT (the ωB97M-V functional and the def2-TZVPD basis) results for one molecule with the formula C4H6N2O2S2.

```
16
Properties=species:S:1:pos:R:3:lowdin_charge:R:1
N 0.92491 -0.76544 -1.05709 -0.1139
C -0.98751 0.81632 0.71389 -0.7088
N -2.03006 1.43254 0.59876 0.1661
H -2.98325 1.28231 0.92126 0.0928
O -0.76515 -2.42044 -1.79364 -0.4054
C 1.18018 0.09384 0.02142 -0.5001
C 0.27829 1.29012 0.18637 -0.1466
S -0.74608 -1.13451 -1.09964 0.6471
H 1.58108 -1.55512 1.65165 0.0756
S -0.75564 -0.80173 1.50012 1.0534
C 0.93937 -0.78511 1.23195 -0.3242
H 0.81405 1.74965 1.06132 0.1590
H 1.42279 -1.50539 -1.52816 0.1207
H 2.26294 0.35291 0.01291 0.1616
H 0.21444 1.90986 -0.63614 0.1160
O -1.35036 0.04020 -1.78496 -0.3933
```

Gap between HOMO and LUMO (spin up / spin down) in eV: 7.273 / 6.685
Multiplicity: 1

Q: Which of them is the least stable? A: x.

w | DFT (the ωB97M-V functional and the def2-TZVPD basis) results for one molecule with the formula C5H6N2O2.

```
15
Properties=species:S:1:pos:R:3:lowdin_charge:R:1
O 1.57321 -2.09062 -0.17566 0.1125
H 1.03473 2.27186 0.22089 0.1377
C 0.42979 1.35914 0.09377 -0.0607
N 1.17671 0.20448 -0.08065 -0.1058
H -2.53109 -1.09657 0.64236 0.0892
H 2.95017 -0.45215 -0.07470 0.1067
H -1.49820 2.26995 -0.01351 0.0935
H -0.57123 -0.57188 1.42001 0.1559
N -1.94049 -1.26463 -0.14039 0.1153
H -1.08682 -0.17486 -1.58074 0.1544
C -0.60197 -0.98468 0.42141 -0.1787
C -1.30956 -0.04102 -0.51900 -0.2845
C 0.78621 -1.18692 -0.02336 -0.3398
C -0.93846 1.33705 -0.07288 -0.0250
O 2.52698 0.42085 -0.11756 0.0294
```

Gap between HOMO and LUMO in eV: 9.367
SMILES: O=C1[C@@H]2N[C@H]2C=CN1O
Multiplicity: 1

x | DFT (the ωB97M-V functional and the def2-TZVPD basis) results for C5H6N2O2 as an isolated structure.

```
15
Properties=species:S:1:pos:R:3:lowdin_charge:R:1
C -0.12589 0.77673 -0.03989 -0.4602
C -0.94059 1.19432 1.84981 0.0009
H 0.99349 0.90366 -1.82257 0.1836
C -0.28618 2.24370 1.39842 -0.0885
C 0.28982 -2.21898 -0.51399 -0.0257
H -0.87518 -2.05752 -0.26517 0.1009
H -1.47235 1.04153 2.56792 0.0093
O 0.25862 2.02496 0.13043 0.0892
N -0.75314 0.11758 0.80731 0.1658
C 0.47515 -1.11053 -1.59705 -0.5669
O 0.71515 -1.49623 -2.72881 0.0386
H -0.01821 3.32006 1.85140 0.1753
H 0.44491 -3.17247 -0.96541 0.0430
N 0.40508 0.20037 -1.29588 0.1608
H 0.88932 -1.76719 0.62348 0.1738
```

Gap between HOMO and LUMO in eV: 10.198
Multiplicity: 1

y | DFT (the ωB97M-V functional and the def2-TZVPD basis) results for one molecule with the formula C5H6N2O2.

```
15
Properties=species:S:1:pos:R:3:lowdin_charge:R:1
C 0.68456 0.99850 0.08470 -0.0955
O -0.54365 -1.00905 -3.15951 -0.0802
O 1.03588 -1.36252 0.47512 -0.0425
N -1.04846 -0.54473 -2.13291 -0.1198
N 0.49391 -1.72030 -0.78479 0.0791
H -1.55773 -1.52376 0.97286 0.1756
C 0.29075 -0.24634 0.87824 -0.3379
C 0.30098 1.19560 -1.11069 0.1986
C -0.69416 -0.98597 -0.93155 -0.2901
H 0.32023 1.64231 -2.06510 0.0724
H 1.02334 -1.65201 -1.65262 0.1382
C -1.10233 -0.56520 0.46135 -0.0403
H 0.53463 -0.07263 1.87550 0.1339
H -1.74937 0.27015 0.51324 0.1157
H 1.15610 1.63291 0.76420 0.0925
```

Gap between HOMO and LUMO (spin up / spin down) in eV: 6.779 / 8.041
Multiplicity: 1

z | DFT (the ωB97M-V functional and the def2-TZVPD basis) results for C5H6N2O2 as an isolated structure.

```
15
Properties=species:S:1:pos:R:3:lowdin_charge:R:1
H -1.42917 2.51499 0.77113 0.1136
C -1.06510 1.51253 0.64905 0.0596
H 1.88412 2.22321 1.00011 0.0691
H 0.71035 -2.41756 -2.04690 0.1192
C 0.27642 0.96791 0.51894 -0.2329
H 2.27589 0.44471 0.65979 0.0828
C 1.55087 1.25064 0.69178 0.1202
O -0.50590 0.02720 -2.05545 0.1153
H -2.56713 -0.17840 0.60168 0.1300
C -0.16170 -0.74479 -1.22150 -0.5039
N -0.34243 -0.38369 0.27801 -0.2767
O 0.01181 -1.38463 1.05439 -0.1509
C -1.61772 0.30109 0.52017 0.0560
H 0.54494 -2.21181 -0.19849 0.1057
N 0.43475 -1.92140 -1.22270 0.1929
```

Gap between HOMO and LUMO in eV: 9.591
Multiplicity: 1

Q: Which of them is the least stable? A: y.

w | DFT (the ωB97M-V functional and the def2-TZVPD basis) results for one molecule with the formula C2H2FN3S.

```
9
Properties=species:S:1:pos:R:3:lowdin_charge:R:1
C -0.85311 -0.67497 -0.45825 -0.3999
C 0.31901 -0.02276 0.35958 -0.5157
H 0.59254 -0.83500 1.14547 0.1199
F -0.68071 -1.79517 -0.99140 0.2006
S 2.18970 0.32474 0.09312 0.7453
H 2.20461 0.62968 -1.15832 -0.2008
N -1.53789 1.15513 0.46184 -0.0175
N -0.36198 1.18042 0.80512 -0.0248
N -1.87216 0.03793 -0.25716 0.0930
```

Gap between HOMO and LUMO in eV: 9.433
SMILES: FC1=NN=N[C@@H]1S
Multiplicity: 1

x | DFT (the ωB97M-V functional and the def2-TZVPD basis) results for one molecule with the formula C2H2FN3S.

```
9
Properties=species:S:1:pos:R:3:lowdin_charge:R:1
N -0.17772 -0.06002 -1.50521 0.0406
H 1.36444 -0.97162 -2.20278 0.1085
H -1.72457 0.59911 -0.30708 0.1028
N 1.22846 -0.78841 0.00616 0.0585
S -0.60879 0.15920 2.43818 0.9674
F -0.38907 1.73399 2.59299 -0.4769
C -0.74292 0.21137 -0.36878 -0.2539
N 0.09109 -0.22235 0.61054 -0.2771
C 0.95909 -0.66128 -1.26402 -0.2700
```

Gap between HOMO and LUMO in eV: 9.412
SMILES: FSn1cncn1
Multiplicity: 1

Q: Which of them is the least stable? A: w.

w | DFT (the ωB97M-V functional and the def2-TZVPD basis) results for one molecule with the formula C4H8FNO.

```
15
Properties=species:S:1:pos:R:3:lowdin_charge:R:1
H 0.46625 1.80410 2.11500 0.0741
H 1.68745 -1.93605 0.56832 0.0764
C -0.51144 -0.59246 -1.26402 0.0111
H -1.24647 1.64247 2.13529 0.1141
C 0.51548 -0.45678 -0.12398 -0.5215
H -1.10866 0.35476 -1.27400 0.1175
C -0.32420 1.39710 1.53386 -0.0191
O -0.87577 -0.81894 1.89269 0.0959
H 0.00387 -0.77359 -2.14148 0.0650
N 1.07591 -1.72537 -0.16832 0.1108
H 1.48242 -2.10605 -1.02036 0.1116
F 1.38113 0.59992 -0.47742 -0.0072
H -0.22011 2.13545 0.80081 0.0574
H -1.00735 -1.43667 -1.17194 0.0368
C -0.18672 -0.06534 1.22718 -0.3229
```

Gap between HOMO and LUMO in eV: 10.845
SMILES: CC(=O)[C@](C)(N)F
Multiplicity: 1

x | DFT (the ωB97M-V functional and the def2-TZVPD basis) results for a 2-piece molecular cluster, C4H8FNO overall.

```
15
Properties=species:S:1:pos:R:3:lowdin_charge:R:1
H 0.96539 0.48016 0.56245 0.0229
C -0.68810 0.72642 2.52559 -0.3698
H -1.69258 -0.36572 3.90824 0.1252
H -0.95201 -0.35650 -1.71466 0.1208
H 1.21837 -0.76576 -2.85901 0.0763
H 2.08467 -0.62470 -1.32049 0.0817
H -1.37286 -1.16296 2.39806 0.1075
H -0.49780 1.31764 -0.02347 0.0266
C -0.05602 0.36318 0.22760 0.0200
F -0.08689 -1.88954 -0.79269 -0.0633
N -1.30205 -0.33859 2.96818 0.1498
O -0.39497 1.81175 2.88484 0.1141
C -0.04914 -0.54532 -1.13006 -0.4214
H 1.33914 0.80766 -2.04855 0.0796
C 1.23118 -0.26233 -1.89226 -0.0701
```

Gap between HOMO and LUMO (spin up / spin down) in eV: 8.455 / 8.453
Multiplicity: 1

Q: Which of them is the least stable? A: x.

w | DFT (the ωB97M-V functional and the def2-TZVPD basis) results for one molecule with the formula C4H8FNO.

```
15
Properties=species:S:1:pos:R:3:lowdin_charge:R:1
O 1.83470 -0.45722 0.75055 0.0888
H 1.18078 -2.45802 -0.77377 0.0772
H 0.99660 1.37342 1.54748 0.0608
H -0.19819 2.60040 1.17964 0.0676
H -0.41351 -2.15564 0.10994 0.1229
C 0.85005 -0.45803 0.05312 -0.4681
C 0.37441 -1.73120 -0.65026 -0.0187
H 0.59251 1.36418 -0.96395 0.1814
C -0.00524 1.55169 1.18308 -0.0336
C 0.06969 0.75797 -0.15478 -0.2695
H -1.56540 -0.46050 -0.09706 0.1106
F -1.53474 0.26515 -1.87924 -0.0768
N -1.40227 0.46581 -0.57495 -0.0389
H -0.62509 1.01183 1.93275 0.0978
H -0.15430 -1.66983 -1.66255 0.0984
```

Gap between HOMO and LUMO in eV: 10.390
SMILES: CC(=O)[C@H](C)NF
Multiplicity: 1

x | DFT (the ωB97M-V functional and the def2-TZVPD basis) results for a 2-piece molecular cluster, C4H8FNO overall.

```
15
Properties=species:S:1:pos:R:3:lowdin_charge:R:1
H -0.91148 1.46198 1.58208 0.1405
O -0.02628 -0.19784 1.24572 0.0541
C 0.60159 -0.36333 0.18268 -0.3888
N -0.12412 -0.06656 -0.91835 0.0776
H 0.42015 0.17189 -1.71831 0.1413
F 1.35007 1.75034 0.15614 -0.5144
H 1.60219 -2.24834 0.56524 0.0580
C -1.11870 0.91648 -0.47385 -0.1494
C -1.19561 0.58190 0.97747 -0.1128
H 2.00000 -1.42237 -0.96839 0.0914
H -2.08002 0.74881 -1.02749 0.1350
C 1.82555 -1.34233 0.11101 0.0711
H -2.09161 -0.03769 1.37740 0.1620
H -0.52617 1.88054 -0.58182 0.1302
H 2.59604 -0.85190 0.72392 0.1041
```

Gap between HOMO and LUMO in eV: 9.952
Multiplicity: 1

Q: Which of them is the least stable? A: w.

w | DFT (the ωB97M-V functional and the def2-TZVPD basis) results for an isolated ion of composition C3H6N3S and charge +1.

```
13
Properties=species:S:1:pos:R:3:lowdin_charge:R:1
H 2.47563 -1.22858 -0.13063 0.1058
H 2.43632 0.68616 -2.14266 0.1711
C 1.01234 0.27560 -0.58292 -0.3960
H -2.02227 0.53608 1.82109 0.0864
H -2.68966 0.20892 0.30166 0.0810
N 1.58875 0.95612 -1.57890 0.1630
H 0.95982 1.50891 -2.01489 0.0662
S 0.37631 -1.27449 1.32433 1.1900
N -0.34749 0.57733 -0.23668 0.1602
C 1.56950 -0.72250 0.20670 -0.2638
C -2.11556 -0.14370 1.06076 -0.0043
H -2.48277 -1.14933 1.33562 0.1265
N -0.76092 -0.23053 0.63652 -0.4861
```

Charge: +1
Gap between HOMO and LUMO (spin up / spin down) in eV: 8.083 / 8.082
Multiplicity: 1

x | DFT (the ωB97M-V functional and the def2-TZVPD basis) results for an isolated ion of composition C3H6N3S and charge +1.

```
13
Properties=species:S:1:pos:R:3:lowdin_charge:R:1
H 1.15610 1.52179 -1.02938 0.1718
N -2.35038 0.23321 0.50621 -0.0205
H 2.05700 0.03934 -1.39848 0.1147
H 0.19044 -1.33568 -1.72048 0.0705
H -0.75805 0.15420 -1.65223 0.0504
C 1.24793 0.37297 -0.78675 -0.2013
C 0.82968 -0.59031 1.36940 -0.2692
N 1.51084 0.14528 0.60593 -0.1341
C -0.02091 -0.43069 -1.22860 -0.2613
N -2.90321 0.35322 1.50443 0.1622
H 2.49039 0.42989 0.99048 0.2073
S -0.68715 -0.95843 0.44470 1.0136
H -2.76269 0.06522 2.39477 0.0959
```

Charge: +1
Gap between HOMO and LUMO (spin up / spin down) in eV: 7.997 / 7.996
SMILES: N=[N+]=S1#CNCC1
Multiplicity: 1

Q: Which of them is the least stable? A: x.